Formula: C38H54BF3IrN5O5P2S
Source: the Open Molecules 2025 dataset
Level of theory: ωB97M-V/def2-TZVPD

Each line ends with the Löwdin charge.
Geometry (Å):
Ir1 0.049 -0.010 -0.437  1.17
O1 1.647 -4.919 2.076  0.07
C1 2.688 -4.665 1.278  -0.26
C2 3.775 -5.541 1.335  0.00
C3 4.881 -5.347 0.538  -0.06
C4 4.933 -4.276 -0.356  -0.07
C5 3.876 -3.402 -0.418  -0.04
C6 2.744 -3.565 0.396  -0.08
C7 1.673 -2.565 0.295  -0.44
O2 1.809 -1.573 -0.476  -0.21
N1 0.590 -2.744 1.061  0.05
N2 -0.351 -1.833 0.866  -0.10
C8 -1.460 -1.868 1.511  -0.07
C9 -2.490 -0.920 1.149  -0.30
C10 -3.779 -1.020 1.663  0.01
C11 -4.744 -0.120 1.251  -0.02
C12 -4.388 0.878 0.354  -0.02
C13 -3.088 0.907 -0.121  -0.12
N3 -2.167 0.026 0.251  0.02
H1 0.971 -4.219 1.937  0.07
H2 3.720 -6.373 2.022  0.12
H3 5.715 -6.032 0.604  0.11
H4 5.797 -4.134 -0.991  0.11
H5 3.896 -2.562 -1.100  0.10
H6 -1.656 -2.614 2.275  0.15
H7 -4.007 -1.802 2.374  0.13
H8 -5.754 -0.186 1.631  0.12
H9 -5.104 1.617 0.025  0.12
H10 -2.773 1.668 -0.823  0.11
C14 4.495 -0.247 0.916  -0.07
C15 3.981 0.951 0.113  -0.65
C16 4.000 0.577 -1.375  -0.10
C17 4.919 2.135 0.355  -0.07
P1 2.156 1.278 0.495  1.14
C18 1.965 3.036 -0.136  -0.25
N4 0.708 3.174 -0.853  -0.03
B1 -0.528 3.423 -0.267  -0.48
N5 -0.567 1.201 -2.355  -0.15
C19 -1.348 0.233 -3.068  -0.39
P2 -0.723 -1.415 -2.522  1.16
C20 -2.233 -2.523 -2.830  -0.66
C21 -2.937 -2.259 -4.163  -0.07
C22 -3.222 -2.248 -1.694  -0.10
C23 -1.818 -3.996 -2.742  -0.08
C24 0.645 -1.800 -3.770  -0.64
C25 1.411 -3.040 -3.291  -0.07
C26 0.158 -2.004 -5.201  -0.07
C27 1.594 -0.595 -3.721  -0.09
C28 -0.004 2.247 -3.006  -0.26
C29 -0.077 2.469 -4.406  -0.04
C30 0.689 3.427 -5.031  -0.08
C31 1.543 4.241 -4.298  -0.09
C32 1.555 4.127 -2.919  -0.02
C33 0.772 3.185 -2.273  -0.19
C34 2.005 1.506 2.390  -0.60
C35 3.055 2.418 3.018  -0.06
C36 0.640 2.147 2.656  -0.27
C37 2.012 0.128 3.067  -0.07
H11 5.449 -0.570 0.494  0.10
H12 3.806 -1.087 0.868  0.06
H13 4.672 0.011 1.959  0.07
H14 5.025 0.374 -1.691  0.10
H15 3.606 1.376 -2.009  0.08
H16 3.406 -0.321 -1.535  0.03
H17 5.903 1.857 -0.029  0.10
H18 5.037 2.362 1.410  0.06
H19 4.620 3.046 -0.161  0.08
H20 2.758 3.205 -0.858  0.07
H21 2.051 3.777 0.660  0.11
H22 -1.350 0.334 -4.154  0.07
H23 -2.385 0.284 -2.712  0.07
H24 -3.128 -1.199 -4.328  0.08
H25 -3.900 -2.771 -4.146  0.10
H26 -2.375 -2.650 -5.005  0.07
H27 -3.600 -1.225 -1.721  0.07
H28 -2.754 -2.428 -0.729  0.06
H29 -4.076 -2.921 -1.787  0.10
H30 -1.254 -4.309 -3.619  0.07
H31 -2.715 -4.615 -2.694  0.10
H32 -1.222 -4.188 -1.848  0.09
H33 0.791 -3.934 -3.282  0.07
H34 1.802 -2.882 -2.289  0.05
H35 2.251 -3.227 -3.962  0.10
H36 -0.319 -2.974 -5.334  0.07
H37 1.025 -1.974 -5.863  0.10
H38 -0.530 -1.221 -5.520  0.08
H39 1.738 -0.265 -2.692  0.02
H40 1.211 0.242 -4.304  0.08
H41 2.565 -0.878 -4.132  0.10
H42 -0.753 1.883 -5.012  0.10
H43 0.620 3.544 -6.104  0.11
H44 2.143 4.995 -4.789  0.10
H45 2.148 4.819 -2.332  0.12
H46 3.158 3.361 2.481  0.08
H47 4.027 1.933 3.072  0.07
H48 2.754 2.657 4.040  0.10
H49 0.573 3.146 2.223  0.11
H50 0.508 2.257 3.738  0.14
H51 -0.583 0.647 2.702  0.08
H52 3.015 -0.288 3.118  0.07
H53 1.384 -0.589 2.536  0.05
H54 1.640 0.217 4.091  0.10
F1 -3.622 3.876 4.937  0.13
C38 -3.684 3.043 3.909  -0.79
F2 -4.963 2.711 3.694  0.09
F3 -3.034 1.907 4.268  0.07
S1 -2.895 3.794 2.341  1.05
O3 -1.850 4.652 2.916  -0.47
O4 -1.626 3.776 0.127  0.05
O5 -0.436 1.408 2.127  -0.14

calculated total energy = -99045.10103 eV
lowest unoccupied orbital energy (alpha / beta) = -4.36 / -4.36 eV
F_max = 5.69 eV Å⁻¹
expectation value of S² = 0.75
spin multiplicity = 2
gap between HOMO and LUMO (alpha / beta) = 5.19 / 5.19 eV
total charge = +1